Record 1
Entry from the Open Molecules 2025 dataset: a gas-phase ion, C28H39OSi (charge +1) in a non-equilibrium geometry (ωB97M-V/def2-TZVPD).

Structure (XYZ):
```
69
Properties=species:S:1:pos:R:3:forces:R:3
C 3.34929 2.18071 -1.22120 0.308 0.083 0.053
Si 2.15455 3.08985 -0.13948 1.239 0.424 0.128
C 2.19872 2.56719 1.64268 -0.193 -0.066 0.081
C 2.18761 4.94210 -0.22778 -0.071 0.023 -0.190
O 0.73554 2.46380 -0.87623 -3.470 -1.131 1.071
C -0.43446 2.13182 -0.35663 2.235 0.576 -1.284
C -0.96763 0.77729 -0.73143 -1.997 1.404 0.445
C -2.32950 0.54523 -0.01455 -0.476 -0.083 -0.473
C -3.53670 1.21886 -0.71933 -0.165 -0.428 0.042
C -3.89484 2.67243 -0.42127 -0.232 0.333 -0.328
C -3.00861 3.75874 -1.06613 -0.322 0.020 0.099
C -1.88093 4.23604 -0.15642 -0.081 0.303 -0.362
C -1.09164 3.10755 0.54257 0.160 -0.256 1.033
H 4.38231 2.39540 -0.91527 -0.170 -0.087 -0.148
H 3.18123 1.09466 -1.14802 0.076 0.319 -0.009
H 3.22889 2.47096 -2.27582 0.067 -0.072 0.289
H 3.25371 2.49554 1.94630 -0.276 -0.015 -0.022
H 1.71175 3.31401 2.28500 0.163 -0.233 -0.068
H 1.72597 1.59070 1.81216 0.179 0.133 0.053
H 3.19686 5.27660 0.05884 -0.265 -0.030 -0.084
H 1.97695 5.31326 -1.23935 0.089 -0.009 0.232
H 1.47384 5.39452 0.47522 0.167 -0.078 -0.182
H -1.22323 0.86576 -1.79874 0.323 -0.018 -0.103
H -2.55511 -0.52962 -0.03867 0.313 0.347 0.079
H -2.25202 0.83046 1.04707 -0.187 -0.392 -0.334
H -3.40621 1.10232 -1.81035 -0.053 0.024 0.293
H -4.43538 0.62072 -0.47431 0.463 0.202 -0.030
H -4.91741 2.82255 -0.80766 0.345 -0.068 0.237
H -3.94692 2.84323 0.66395 -0.082 -0.041 -0.149
H -2.62414 3.43587 -2.04553 -0.081 -0.061 0.211
H -3.65220 4.63061 -1.26052 0.317 -0.202 -0.068
H -1.19091 4.88046 -0.71230 -0.017 -0.109 0.092
H -2.32807 4.85916 0.63015 0.284 -0.253 -0.012
H -1.75951 2.56508 1.23007 0.231 0.331 -0.379
H -0.31478 3.57493 1.17661 -0.174 -0.163 -0.387
C 2.70225 -2.35453 -5.33024 0.050 -0.033 -0.230
C 1.96668 -1.88139 -4.11111 0.132 -0.128 0.414
C 1.74836 -0.51232 -3.94773 -0.198 0.197 0.302
C 1.15841 -0.01448 -2.78456 -0.198 -0.514 -0.089
C 0.70793 -0.89194 -1.78524 0.149 0.236 0.085
C 0.03707 -0.32477 -0.50315 1.764 -1.859 0.832
C -0.44371 -1.50776 0.36783 -0.277 0.215 0.795
C -0.25811 -1.59384 1.71519 -0.415 0.432 -1.636
C -0.35483 -2.80800 2.51244 -0.493 -1.093 0.728
C -0.51367 -2.69071 3.91008 0.116 0.264 -0.273
C -0.59746 -3.80079 4.73175 0.088 -0.289 -0.279
C -0.54558 -5.09338 4.18809 -0.145 0.329 -0.162
C -0.65339 -6.26488 5.12121 -0.044 -0.251 0.168
C -0.41784 -5.23935 2.79830 0.101 0.297 0.101
C -0.29491 -4.11844 1.97241 -0.035 0.611 0.312
C 0.96836 -2.26189 -1.93530 -0.142 -0.068 -0.130
C 1.58169 -2.76185 -3.08645 -0.039 0.734 -0.274
H 2.72545 -3.44758 -5.37876 -0.009 0.215 -0.114
H 2.23443 -1.94910 -6.23770 0.122 -0.237 0.150
H 3.73968 -1.98742 -5.31503 -0.270 -0.152 0.014
H 2.03818 0.17168 -4.75329 -0.005 -0.211 0.373
H 1.06216 1.05626 -2.62567 -0.103 -0.199 -0.296
H 0.87344 0.07762 0.09828 -0.217 0.057 -0.233
H -0.96342 -2.32265 -0.16759 0.631 0.314 0.362
H -0.10874 -0.67047 2.29306 0.626 -0.288 -0.283
H -0.55595 -1.68979 4.35059 0.018 -0.299 -0.119
H -0.69081 -3.69368 5.81400 -0.002 0.072 -0.305
H -0.47022 -7.21799 4.61113 -0.017 0.231 0.140
H 0.05900 -6.16100 5.95335 -0.159 -0.098 -0.280
H -1.65655 -6.30549 5.57176 0.239 -0.020 -0.157
H -0.39032 -6.24303 2.36483 0.048 0.353 0.130
H -0.12063 -4.23322 0.90140 -0.102 -0.097 0.276
H 0.68373 -2.96895 -1.15551 0.127 0.252 -0.288
H 1.74231 -3.83373 -3.21201 0.011 0.301 0.135
```
Positions in Å, forces in eV/Å.

Its multiplicity is 1. Its charge is +1. For the total energy, the calculation gives -1454.86217 a.u. The relative energy (zero: lowest compared OMol25 entry of this formula, charge and spin) is 0.0 kcal per mole. The value obtained for the HOMO-LUMO gap is 0.2169 Eh.

***

Record 2
Entry from the Open Molecules 2025 dataset: 2 unconnected molecules or ions with the total composition C6H16N in a non-equilibrium geometry (ωB97M-V/def2-TZVPD).

Structure (XYZ):
```
23
Properties=species:S:1:pos:R:3:forces:R:3
C 0.60447 1.63643 1.81188 1.139 -0.951 0.031
C 0.71898 1.05464 0.40171 -0.980 0.161 0.289
C -0.29438 0.30376 -0.27017 -1.317 1.823 2.677
C 1.31915 -0.43019 0.37601 2.214 -2.129 -0.037
C 1.89270 -1.01832 -0.97270 0.945 -0.033 1.186
C 0.94437 -1.82944 -1.81449 -0.890 0.077 0.392
N -3.94869 0.62014 0.16051 -0.835 0.141 -1.048
H 1.56257 1.47998 2.33440 -0.185 0.284 -0.281
H 0.39269 2.69810 1.79830 -0.222 0.063 -0.203
H -0.10783 1.09442 2.39947 -0.709 -0.127 0.254
H 1.37225 1.63529 -0.25112 -0.454 0.180 -0.080
H -0.94248 -0.40236 0.30388 0.508 0.933 -0.491
H -0.74514 0.71830 -1.17443 1.091 -1.229 -1.027
H 0.95122 -1.17514 1.12873 -0.426 0.689 -0.953
H 2.30889 -0.21229 0.88233 -0.905 0.624 -0.510
H 2.42396 -0.16780 -1.39768 -0.137 -0.102 -0.638
H 2.68701 -1.67770 -0.59045 -0.137 0.033 -0.414
H 0.40876 -2.39105 -1.04190 -0.184 -0.538 -0.552
H 1.38406 -2.51261 -2.54311 0.219 0.172 0.286
H 0.18386 -1.24280 -2.34628 0.232 0.097 0.068
H -4.72486 0.92690 -0.43109 0.500 0.450 -0.480
H -4.29165 -0.33448 0.27376 0.447 0.125 1.054
H -4.09989 1.22622 0.96245 0.085 -0.744 0.476
```
Positions in Å, forces in eV/Å.

Its multiplicity is 1. Its charge is +1. For the total energy, the calculation gives -292.58258 a.u. The relative energy (zero: lowest compared OMol25 entry of this formula, charge and spin) is 88.9 kcal per mole. The value obtained for the HOMO-LUMO gap is 0.2967 Eh.